No. 1
A cluster of 2 separate species, C4H10FOP in total. Source: OMol25; level of theory: ωB97M-V with the def2-TZVPD basis set.

As for the total energy: -18360.7877 eV. The max |F| comes out at 4.8 eV Å⁻¹. As for the HOMO-LUMO gap (spin up / spin down): 0.3298 / 0.3299 Eh. The calculation puts the HOMO energy (spin up / spin down) at -9.17 / -9.17 eV.

Last column: natural (NBO) charge in e.
Geometry (Å):
P 0.19644 0.65484 -0.35337  1.89
F -0.63974 -2.07985 -0.03301  -0.37
O -0.48343 1.97440 -0.24896  -1.07
C -1.65100 -0.52845 1.43344  -0.74
C 0.80202 0.24856 -1.95989  -1.07
C 1.56037 0.40241 0.85596  -0.99
C -0.89047 -0.74448 0.15670  0.08
H -2.67207 -0.88344 1.58342  0.25
H 1.92544 0.22621 -1.92526  0.25
H 2.32415 1.19263 0.62424  0.25
H 2.05853 -0.53154 0.53079  0.24
H -1.09454 -1.04204 2.28034  0.22
H -2.24389 -0.53107 -1.30703  -0.02
H -1.59491 0.64031 1.47706  0.26
H 1.27516 0.39031 1.84813  0.24
H 0.32786 -0.63828 -2.48617  0.29
H 0.80008 1.24947 -2.47639  0.28



No. 2
A structure of composition C4H10I2N. Source: OMol25; level of theory: ωB97M-V with the def2-TZVPD basis set.

As for the total energy: -21992.8145 eV. The max |F| comes out at 5.0 eV Å⁻¹. As for the HOMO-LUMO gap: 0.3259 Eh. The calculation puts the HOMO energy at -13.29 eV. The net charge is +1.

Last column: natural (NBO) charge in e.
Geometry (Å):
I -0.02165 -2.70787 -1.15099  0.27
I 2.46559 -0.19619 -1.50566  0.24
N 0.47668 -0.10525 0.61021  -0.45
C -0.70005 0.38268 -1.85683  -0.63
C 0.37589 -0.53503 -0.88783  -0.20
C 0.24086 1.25018 0.78271  -0.43
C -0.41321 -0.86205 1.55017  -0.43
H -1.71080 0.10561 -1.84960  0.25
H -0.45839 1.36912 -1.70361  0.22
H -0.16856 -1.96608 1.52318  0.26
H -0.47331 0.08993 -2.88742  0.26
H -0.85158 1.42751 0.69171  0.24
H 0.57314 1.44509 1.90863  0.24
H 0.84404 1.82830 0.16077  0.24
H 1.35575 -0.41762 0.87527  0.43
H -1.43903 -0.66313 1.16512  0.24
H -0.09537 -0.44519 2.57417  0.24



No. 3
A structure of composition C4H10IOPS. Source: OMol25; level of theory: ωB97M-V with the def2-TZVPD basis set.

As for the total energy: -34577.8752 eV. The max |F| comes out at 3.5 eV Å⁻¹. As for the HOMO-LUMO gap (spin up / spin down): 0.2324 / 0.2323 Eh. The calculation puts the HOMO energy (spin up / spin down) at -8.24 / -8.24 eV.

Last column: natural (NBO) charge in e.
Geometry (Å):
I 3.81845 -1.64808 -0.04325  -0.13
S 3.06405 0.72141 0.47173  0.94
P 1.73781 1.86965 -0.65234  0.25
O 4.26018 1.39382 0.95215  -0.89
C -1.87346 -0.35287 -0.71277  -0.40
C 0.28611 0.82110 -0.07185  -0.73
C -1.99683 -0.86728 0.66840  -0.61
C -0.38087 -0.03155 -1.14779  -0.42
H 1.94283 0.11272 1.75014  0.08
H -0.44121 1.54918 0.29327  0.23
H -2.93616 -1.01935 1.08773  0.22
H -1.46955 -0.15573 1.38583  0.19
H -2.30000 -1.08829 -1.48220  0.21
H -2.44043 0.58038 -0.69549  0.19
H -0.44532 0.67799 -2.09048  0.21
H 0.20553 -0.94222 -1.39767  0.22
H 0.45016 0.22925 0.98969  0.22
H -1.48128 -1.85015 0.69490  0.20



No. 4
A cluster of 2 separate species, C4H10IP in total. Source: OMol25; level of theory: ωB97M-V with the def2-TZVPD basis set.

As for the total energy: -21697.8528 eV. The max |F| comes out at 4.7 eV Å⁻¹. As for the HOMO-LUMO gap: 0.3343 Eh. The calculation puts the HOMO energy at -9.03 eV.

Last column: natural (NBO) charge in e.
Geometry (Å):
I 4.23670 1.19307 2.93045  -0.15
P 2.03898 0.67033 2.02886  0.16
C -0.91224 -0.36238 -0.46529  0.04
C -1.17279 -0.40341 0.83821  -0.43
C -0.97477 -1.58387 -1.25873  -0.66
C -0.57917 0.96197 -1.14483  -0.62
H 2.03302 2.08875 1.91633  0.00
H -0.89815 0.92872 -2.15999  0.21
H -1.21552 0.51538 1.32828  0.18
H 0.42251 1.07135 -1.03007  0.21
H 2.72080 0.52315 0.75984  0.00
H -1.95741 -1.78248 -1.50741  0.23
H -1.50485 -1.27401 1.42772  0.20
H -1.04457 1.69493 -0.67514  0.21
H -0.46798 -1.63976 -2.17336  0.21
H -0.72453 -2.60173 -0.81487  0.22



No. 5
An isolated molecule of C4H10IP. Source: OMol25; level of theory: ωB97M-V with the def2-TZVPD basis set.

As for the total energy: -21698.7318 eV. The max |F| comes out at 3.8 eV Å⁻¹. As for the HOMO-LUMO gap: 0.2970 Eh. The calculation puts the HOMO energy at -8.95 eV.

Last column: natural (NBO) charge in e.
Geometry (Å):
I 3.74893 0.24681 0.03200  -0.32
P 1.18609 -0.81834 0.81794  0.85
C 0.91566 -2.08216 -0.46468  -1.03
C 0.53108 1.85785 0.13390  -0.63
C 0.12262 0.43849 -0.10013  -0.53
C -1.28727 0.18963 0.53193  -0.60
H -1.23560 -0.77372 1.11226  0.20
H 1.53966 2.10492 -0.32006  0.24
H -0.00876 0.15409 -1.08435  0.21
H 0.60208 2.13636 1.23478  0.22
H -1.55475 1.05687 1.26622  0.22
H 1.34471 -1.58395 -1.37565  0.26
H -1.97709 0.09997 -0.24541  0.22
H -0.10338 -2.35846 -0.69782  0.25
H -0.31604 2.37700 -0.46768  0.21
H 1.38286 -3.08854 -0.13888  0.25



No. 6
A structure of composition C4H10IP. Source: OMol25; level of theory: ωB97M-V with the def2-TZVPD basis set.

As for the total energy: -21693.0239 eV. The max |F| comes out at 5.7 eV Å⁻¹. As for the HOMO-LUMO gap (spin up / spin down): 0.2030 / 0.2054 Eh. The calculation puts the HOMO energy (spin up / spin down) at -4.96 / -9.12 eV. Its spin multiplicity is 3.

Last column: natural (NBO) charge in e.
Geometry (Å):
I 2.99556 0.19203 -0.23035  0.39
P 0.45129 -2.33411 0.03538  0.16
C -1.25440 0.58446 -0.90710  -0.61
C 0.92266 -0.11776 0.14389  -0.30
C 0.47487 0.41910 1.47571  -0.73
C 0.25035 0.58996 -0.97962  -0.55
H -1.47275 -0.47201 -0.61119  0.21
H -1.69468 1.12710 0.04537  0.19
H -0.13244 -2.16850 -1.12734  -0.06
H 0.77248 -0.32014 2.31721  0.22
H 0.82204 1.33509 1.71854  0.22
H -1.85094 0.99540 -1.68339  0.22
H -0.71522 -2.04877 0.87408  -0.01
H 0.55887 1.61346 -0.74559  0.21
H 0.54479 0.14228 -1.89440  0.22
H -0.67250 0.46241 1.56879  0.22



No. 7
The ion C4H10N with charge +1. Source: OMol25; level of theory: ωB97M-V with the def2-TZVPD basis set.

As for the total energy: -5791.1081 eV. The max |F| comes out at 5.1 eV Å⁻¹. As for the HOMO-LUMO gap: 0.3933 Eh. The calculation puts the HOMO energy at -14.57 eV. The net charge is +1.

Last column: natural (NBO) charge in e.
Geometry (Å):
N 0.02397 -1.59004 1.02555  -0.69
C -0.39435 -0.59736 0.00629  -0.13
C -1.13320 0.83432 0.40999  -0.37
C 0.83230 1.20628 -1.37063  -0.61
C 0.28807 0.78785 -0.04863  -0.19
H -1.26793 0.92636 1.43881  0.24
H 0.66128 -2.37110 0.67109  0.45
H 0.49703 0.51922 -2.06116  0.22
H 1.95993 1.07015 -1.33924  0.24
H -0.76406 -1.34334 -0.78050  0.24
H -1.85149 1.10532 -0.47945  0.27
H 0.50965 2.21159 -1.45613  0.24
H 1.06158 0.73721 0.83295  0.21
H 0.31957 -1.21187 1.94589  0.45
H -0.74235 -2.28460 1.20517  0.44



No. 8
The ion C4H10N with charge +1. Source: OMol25; level of theory: ωB97M-V with the def2-TZVPD basis set.

As for the total energy: -5788.6552 eV. The max |F| comes out at 3.5 eV Å⁻¹. As for the HOMO-LUMO gap: 0.2322 Eh. The calculation puts the HOMO energy at -11.53 eV. The net charge is +1.

Last column: natural (NBO) charge in e.
Geometry (Å):
N 1.72560 -0.60632 0.08276  -0.68
C -0.48843 -0.86647 -0.98807  -0.50
C -0.22603 0.93964 0.53369  -0.52
C -1.60636 1.12030 0.18110  -0.16
C 0.19576 -0.47264 0.25654  -0.10
H 0.42643 1.67928 0.04194  0.26
H -2.28031 0.31937 -0.07523  0.23
H -0.12825 -0.87481 -2.01083  0.23
H -2.05895 2.10307 0.23912  0.22
H 0.12319 1.30878 1.54670  0.22
H 2.22360 0.24461 -0.19631  0.44
H -0.03887 -1.16444 1.06761  0.24
H 2.20238 -1.01245 0.88384  0.45
H 1.83076 -1.25214 -0.70517  0.45
H -1.41594 -1.41192 -0.91020  0.23



No. 9
A cluster of 2 separate species, C4H10N in total. Source: OMol25; level of theory: ωB97M-V with the def2-TZVPD basis set.

As for the total energy: -5786.5826 eV. The max |F| comes out at 7.0 eV Å⁻¹. As for the HOMO-LUMO gap: 0.2117 Eh. The calculation puts the HOMO energy at -15.30 eV. The net charge is +1.

Last column: natural (NBO) charge in e.
Geometry (Å):
N -0.66594 0.07120 1.48280  0.10
C -1.00766 -0.26894 2.70570  -0.13
C 0.67425 -0.39121 -0.69787  -0.30
C -0.61011 -0.53484 -1.51731  -0.65
C 1.19676 1.06120 -0.68192  -0.63
H 1.44595 1.44800 -1.71300  0.26
H -0.51821 -0.28380 -2.64018  0.30
H 1.46277 -1.12854 -1.04618  0.25
H -1.42458 0.03871 -1.06944  0.23
H -1.02394 -1.60348 -1.46975  0.24
H 2.06584 1.14794 -0.00745  0.23
H 0.30262 -0.48691 0.41022  0.26
H -0.34019 -0.03847 3.57287  0.32
H -1.95545 -0.72083 2.91091  0.33
H 0.39789 1.68994 -0.23940  0.20



No. 10
A cluster of 2 separate species, C4H10N2 in total. Source: OMol25; level of theory: ωB97M-V with the def2-TZVPD basis set.

As for the total energy: -7289.1829 eV. The max |F| comes out at 3.7 eV Å⁻¹. As for the HOMO-LUMO gap: 0.3639 Eh. The calculation puts the HOMO energy at -8.95 eV.

Last column: natural (NBO) charge in e.
Geometry (Å):
N -1.15343 1.33975 0.44986  -0.85
N 0.62797 0.05259 2.02682  -0.44
C -0.66626 2.23509 -0.59499  -0.41
C 0.23000 -1.16044 -0.22708  -0.51
C 0.30020 -0.31094 0.95573  0.34
C 1.18147 -2.35234 -0.12799  -0.59
H -0.80588 -1.49374 -0.33815  0.24
H -0.68527 1.49873 1.41448  0.41
H 0.46969 -0.55001 -1.10184  0.24
H 2.21258 -2.01304 -0.04581  0.22
H -2.17037 1.31700 0.47184  0.37
H 0.95239 -2.95846 0.74683  0.22
H 1.08778 -2.97665 -1.01626  0.21
H -1.01732 3.26577 -0.47772  0.18
H -0.98521 1.86873 -1.57296  0.19
H 0.42167 2.23797 -0.56277  0.20



No. 11
A cluster of 2 separate species, C4H10N2 in total. Source: OMol25; level of theory: ωB97M-V with the def2-TZVPD basis set.

As for the total energy: -7285.2181 eV. The max |F| comes out at 1.3 eV Å⁻¹. As for the HOMO-LUMO gap (spin up / spin down): 0.3344 / 0.3140 Eh. The calculation puts the HOMO energy (spin up / spin down) at -8.29 / -8.11 eV.

Last column: natural (NBO) charge in e.
Geometry (Å):
N 0.76733 0.48387 -0.14046  -0.26
N -0.01134 0.40796 0.96845  -0.15
C 0.57730 -0.78815 0.47208  0.02
C -2.54063 0.92164 0.02892  -0.49
C -0.19888 -1.84111 -0.27255  -0.63
C 1.99715 1.22521 -0.18734  -0.42
H -2.33419 0.65321 -0.98530  0.16
H -0.42754 -2.66440 0.40146  0.21
H -1.12967 -1.42058 -0.64632  0.23
H 1.75955 2.28907 -0.18376  0.21
H 0.38809 -2.22015 -1.10724  0.22
H -3.02567 0.22560 0.67809  0.17
H 2.64918 1.00092 0.66774  0.19
H 2.51320 0.97235 -1.11554  0.21
H -2.38576 1.92908 0.34428  0.17
H 1.40190 -1.17452 1.07750  0.17



No. 12
A cluster of 2 separate species, C4H10N2 in total. Source: OMol25; level of theory: ωB97M-V with the def2-TZVPD basis set.

As for the total energy: -7287.7214 eV. The max |F| comes out at 3.4 eV Å⁻¹. As for the HOMO-LUMO gap: 0.3396 Eh. The calculation puts the HOMO energy at -8.16 eV.

Last column: natural (NBO) charge in e.
Geometry (Å):
N -3.13250 -4.22003 3.21719  -0.38
N 2.27112 2.80352 -2.80835  -0.83
C -2.11781 -3.17538 3.29137  -0.47
C -3.01886 -5.03462 2.20457  -0.10
C 2.27781 4.12261 -3.24677  0.02
C 2.68902 5.19409 -2.53330  -0.54
H -2.43426 -4.78734 1.32217  0.15
H 1.98522 4.20667 -4.30414  0.19
H 2.99188 4.92461 -1.51986  0.19
H -3.34085 -6.04641 2.50256  0.19
H -1.53362 -3.42056 4.22038  0.22
H -2.56877 -2.30542 3.74008  0.20
H -1.52617 -2.93571 2.40648  0.18
H 2.24031 2.15917 -3.57420  0.37
H 2.53364 6.18436 -2.89587  0.21
H 2.68385 2.33044 -2.02230  0.39



No. 13
An isolated molecule of C4H10N2O. Source: OMol25; level of theory: ωB97M-V with the def2-TZVPD basis set.

As for the total energy: -9337.8042 eV. The max |F| comes out at 1.7 eV Å⁻¹. As for the HOMO-LUMO gap: 0.3771 Eh. The calculation puts the HOMO energy at -9.42 eV.

Last column: natural (NBO) charge in e.
Geometry (Å):
O 0.25954 2.99801 0.20933  -0.61
N -0.50929 0.88289 0.06018  -0.63
N -0.17799 -1.87115 -1.84079  -0.84
C -0.28011 -0.57222 0.22449  -0.23
C -1.09444 -1.38375 -0.78978  -0.24
C 1.32394 1.45021 1.63644  -0.73
C 0.33648 1.84689 0.59089  0.67
H 0.77755 -0.77702 0.00258  0.21
H -0.90836 1.17463 -0.81940  0.39
H -0.59652 -2.64134 -2.36050  0.36
H -0.06303 -1.15661 -2.55627  0.35
H 0.82971 1.32288 2.61176  0.24
H -1.89601 -0.78788 -1.23916  0.18
H 1.74585 0.45022 1.49661  0.22
H -1.43986 -2.20912 -0.16434  0.21
H 2.20547 2.08298 1.67794  0.25
H -0.51291 -0.80964 1.26002  0.19



No. 14
A cluster of 2 separate species, C4H10N2O in total. Source: OMol25; level of theory: ωB97M-V with the def2-TZVPD basis set.

As for the total energy: -9336.5308 eV. The max |F| comes out at 1.1 eV Å⁻¹. As for the HOMO-LUMO gap: 0.3560 Eh. The calculation puts the HOMO energy at -8.85 eV.

Last column: natural (NBO) charge in e.
Geometry (Å):
O 2.32444 1.39388 -1.10156  -0.69
N -0.06035 -1.03235 1.46425  -0.73
N -1.63766 -0.00809 0.11005  -0.61
C -1.26043 -0.70347 1.24246  0.29
C 2.40380 0.03964 -0.80667  0.12
C 2.82650 -0.88373 -1.65119  -0.52
C -2.78219 0.89830 0.21612  -0.41
H -0.85133 0.44947 -0.33756  0.39
H -3.63606 0.40614 0.67755  0.20
H -2.55942 1.80613 0.78179  0.18
H 2.25875 1.80932 -0.25236  0.47
H 3.20007 -0.66320 -2.63874  0.21
H 2.88018 -1.88131 -1.24006  0.21
H -2.10948 -1.00358 1.86306  0.14
H -3.06912 1.15346 -0.80306  0.21
H 2.03808 -0.17876 0.18574  0.19
H 0.03421 -1.60186 2.29020  0.35



No. 15
An isolated molecule of C4H10N2O. Source: OMol25; level of theory: ωB97M-V with the def2-TZVPD basis set.

As for the total energy: -9338.3732 eV. The max |F| comes out at 1.7 eV Å⁻¹. As for the HOMO-LUMO gap: 0.3841 Eh. The calculation puts the HOMO energy at -9.45 eV.

Last column: natural (NBO) charge in e.
Geometry (Å):
O -1.46643 -0.74244 0.47374  -0.62
N 0.53042 0.45644 -1.82285  -0.84
N -1.64288 1.41558 -0.16032  -0.82
C 1.40242 -0.89764 1.67189  -0.62
C -0.94722 0.27131 0.04063  0.67
C 1.32790 -0.86894 0.17233  -0.40
C 0.51943 0.32031 -0.37420  -0.13
H 0.95628 -1.73466 -0.36713  0.21
H 0.94540 1.23447 0.04672  0.18
H 1.43505 0.32616 -2.29208  0.36
H 0.45040 -0.73261 2.16553  0.22
H -0.06655 -0.22097 -2.28444  0.36
H -2.60909 1.43493 0.14108  0.40
H -1.17723 2.26224 -0.42930  0.40
H 2.04512 -0.08958 2.03296  0.20
H 1.84559 -1.80847 2.09224  0.22
H 2.30341 -0.72089 -0.31156  0.19



The evaluated ΔE to the lowest compared entry with this formula, charge and spin for the records listed, in turn: 108.4; 24.2; 69.8; 49.9; 29.6; 81.0; 63.4; 120.0; 167.8; 33.1; 124.6; 66.8; 27.3; 56.7; 14.2 kcal/mol.